(1)
{"formula": "BrH3Si", "method": "ωB97M-V/def2-TZVPD", "symbols": ["Si", "Br", "H", "H", "H"], "coordinates": [[-0.2190, 0.0118, 0.0215], [1.8574, -0.2988, 0.7357], [-1.2908, -0.6420, 0.7391], [-0.3819, 1.4488, -0.0796], [0.0343, -0.5198, -1.4168]], "atomic_forces_ev_per_a": [[-3.949, 0.487, -1.272], [4.579, -0.689, 0.918], [-0.786, -0.353, -0.232], [-0.068, 0.515, -0.208], [0.225, 0.040, 0.794]], "homo_lumo_gap_ev": [5.160, 6.476], "fmax_ha_per_bohr": 0.0918, "multiplicity": 3, "total_energy_ha": -2865.08374}

=====

(2)
{"formula": "C10H21NO6Zn", "method": "ωB97M-V/def2-TZVPD", "symbols": ["Zn", "C", "C", "O", "O", "H", "H", "H", "C", "C", "O", "O", "H", "H", "H", "C", "O", "C", "C", "N", "C", "C", "O", "C", "H", "H", "H", "H", "H", "H", "H", "H", "H", "H", "H", "H", "H", "H", "H"], "coordinates": [[-0.4858, -0.7734, 0.2587], [-0.5052, -4.6670, 0.9244], [-0.5265, -3.1816, 0.7839], [0.4498, -2.4675, 1.1567], [-1.4814, -2.6325, 0.1532], [-1.5408, -4.9834, 0.7966], [-0.0853, -4.9654, 1.8806], [0.0408, -5.1228, 0.0990], [-3.2264, 2.0167, 0.9464], [-2.2743, 0.8590, 0.7230], [-1.6560, 0.2784, 1.6530], [-1.9095, 0.6117, -0.4727], [-3.9779, 1.5323, 1.5831], [-3.6958, 2.3163, 0.0183], [-2.7188, 2.8191, 1.4710], [1.6720, 3.2241, 2.7638], [1.3206, 2.1580, 1.8913], [0.7494, 2.5509, 0.6599], [1.2907, 1.6635, -0.4257], [1.3256, 0.2410, -0.1136], [1.9871, -0.6232, -1.0933], [1.1737, -0.7395, -2.3638], [-0.0503, -1.2803, -1.8946], [-1.0114, -1.5909, -2.8826], [1.3556, 3.0622, 3.7899], [1.3057, 4.1915, 2.4151], [2.7633, 3.2877, 2.7269], [1.0000, 3.5949, 0.4363], [-0.3449, 2.5831, 0.7381], [2.3259, 2.0402, -0.5331], [0.9498, 1.9329, -1.4270], [1.8530, 0.2092, 0.7570], [2.1205, -1.6154, -0.6707], [2.9659, -0.2051, -1.3638], [1.6335, -1.4972, -3.0091], [1.1037, 0.1638, -2.9769], [-0.6677, -2.1356, -3.7669], [-1.4560, -0.6532, -3.2266], [-1.7730, -2.2028, -2.4060]], "atomic_forces_ev_per_a": [[-0.630, -0.098, 0.136], [-0.732, -0.102, 0.061], [0.148, 0.852, -1.141], [0.204, -0.067, 0.284], [0.063, -0.389, 0.366], [0.092, -0.271, 0.316], [0.019, -0.130, -0.051], [0.281, 0.162, 0.070], [-0.472, -1.801, 0.552], [1.841, 0.868, -1.309], [-0.627, 0.114, 0.677], [-0.524, -0.072, -0.128], [-0.177, 0.761, 0.187], [0.155, 0.177, -0.076], [-0.083, 0.061, 0.070], [0.821, 0.074, -0.558], [-0.196, 0.067, 0.161], [-1.048, 0.480, 0.409], [1.746, 1.117, -0.938], [-0.373, -0.051, 0.650], [0.850, 0.991, -0.789], [-0.015, -1.266, 0.287], [0.245, -0.061, -0.687], [-0.888, 0.467, -0.088], [-0.216, -0.277, -0.052], [-0.293, -0.076, 0.026], [0.048, 0.141, 0.342], [0.338, -0.134, -0.213], [0.060, -0.515, -0.016], [0.245, -0.475, 0.200], [-0.977, -0.492, 0.227], [-0.193, -0.324, 0.076], [-0.080, 0.025, 0.167], [0.111, -0.104, 0.114], [0.201, 0.085, -0.019], [-0.429, 0.234, 0.342], [0.674, -0.028, 0.259], [-0.174, -0.065, -0.055], [-0.015, 0.122, 0.142]], "homo_lumo_gap_ev": 9.667, "fmax_ha_per_bohr": 0.0471, "total_energy_ha": -2679.21797}

=====

(3)
{"formula": "C25H56Cl2N3O2", "method": "ωB97M-V/def2-TZVPD", "symbols": ["C", "C", "O", "O", "C", "C", "C", "C", "N", "C", "C", "C", "C", "C", "Cl", "C", "C", "Cl", "H", "H", "H", "H", "H", "H", "H", "H", "H", "H", "H", "H", "H", "H", "H", "H", "H", "H", "H", "H", "H", "H", "H", "H", "H", "H", "C", "C", "N", "C", "C", "C", "C", "H", "H", "H", "H", "H", "H", "H", "H", "H", "H", "H", "H", "H", "H", "H", "C", "C", "N", "C", "C", "C", "C", "H", "H", "H", "H", "H", "H", "H", "H", "H", "H", "H", "H", "H", "H", "H"], "coordinates": [[0.3786, 1.3493, 1.3107], [-0.3408, 1.2043, -0.0029], [-1.2233, 0.4278, -0.2051], [0.1086, 2.0007, -1.0182], [0.0392, 3.4122, -0.7924], [-0.6298, 4.0520, -2.0164], [-1.8178, 4.9728, -1.7133], [-2.9412, 4.2155, -0.9946], [-3.8782, 5.0959, -0.1979], [-5.3256, 4.8657, -0.6099], [-5.8598, 3.4546, -0.3076], [-7.1620, 3.5351, 0.5002], [-6.0756, 2.6525, -1.6093], [-3.7602, 5.1229, 1.3188], [-3.1973, 3.6027, 2.0006], [-2.9276, 6.2993, 1.8522], [-1.4278, 6.3214, 1.5809], [-3.7134, 7.7708, 1.2107], [1.1051, 0.5391, 1.3999], [0.9033, 2.3030, 1.3895], [-0.3577, 1.2805, 2.1135], [1.0418, 3.8190, -0.6258], [-0.5387, 3.5972, 0.1195], [0.1181, 4.6198, -2.5772], [-0.9664, 3.2493, -2.6787], [-1.5060, 5.8662, -1.1688], [-2.2154, 5.3254, -2.6717], [-2.5739, 3.4222, -0.3513], [-3.5687, 3.7345, -1.7466], [-3.6918, 6.0660, -0.4773], [-5.8974, 5.6448, -0.0969], [-5.3490, 5.0938, -1.6792], [-5.1210, 2.9082, 0.2820], [-7.9941, 3.7943, -0.1624], [-7.3818, 2.5761, 0.9698], [-7.1224, 4.2974, 1.2861], [-6.8082, 1.8600, -1.4371], [-5.1579, 2.1633, -1.9500], [-6.4484, 3.2916, -2.4139], [-4.7814, 5.2731, 1.6706], [-3.0981, 6.2895, 2.9317], [-1.1910, 6.8632, 0.6665], [-0.9217, 6.8411, 2.3973], [-1.0290, 5.3069, 1.5423], [4.2149, -0.2516, 3.3629], [5.2404, -1.0282, 2.5504], [4.6938, -2.2278, 1.9439], [5.7050, -3.1347, 1.4270], [6.5690, -2.6589, 0.2536], [3.5253, -2.0324, 1.1082], [3.6346, -1.0583, -0.0737], [3.7324, -0.8998, 4.0954], [4.7065, 0.5640, 3.8945], [3.4409, 0.1897, 2.7319], [6.0446, -1.3487, 3.2174], [5.7033, -0.3452, 1.8193], [5.2025, -4.0647, 1.1480], [6.3631, -3.3876, 2.2633], [6.0152, -2.6402, -0.6846], [7.4104, -3.3408, 0.1203], [6.9799, -1.6638, 0.4283], [2.7043, -1.7001, 1.7510], [3.2182, -3.0123, 0.7364], [4.1182, -0.1229, 0.2147], [2.6324, -0.8142, -0.4368], [4.1852, -1.4787, -0.9134], [2.6521, -7.5883, -2.7765], [2.3966, -6.5978, -1.6512], [1.1879, -5.8156, -1.8453], [1.0896, -4.6729, -0.9585], [0.9645, -4.9298, 0.5487], [-0.0322, -6.5808, -2.0426], [-0.4332, -7.5843, -0.9536], [2.6432, -7.0834, -3.7432], [3.6276, -8.0562, -2.6410], [1.9094, -8.3861, -2.7991], [3.2286, -5.8886, -1.6112], [2.4096, -7.1400, -0.6920], [0.2423, -4.0647, -1.2882], [1.9826, -4.0612, -1.1307], [-0.0246, -5.2923, 0.8257], [1.1301, -3.9961, 1.0905], [1.7044, -5.6485, 0.9029], [0.0590, -7.1192, -2.9885], [-0.8424, -5.8628, -2.1928], [0.4115, -8.2003, -0.6419], [-1.2011, -8.2569, -1.3398], [-0.8398, -7.0979, -0.0680]], "atomic_forces_ev_per_a": [[-0.206, 0.337, 0.125], [0.112, 0.016, 0.162], [-0.088, -0.162, -0.022], [-0.054, 0.128, -0.205], [0.033, 0.020, -0.027], [0.117, 0.163, -0.083], [-0.216, -0.017, -0.124], [0.062, -0.241, -0.382], [-0.130, -0.020, -0.156], [0.046, 0.206, -0.058], [-0.053, -0.133, -0.227], [-0.009, 0.166, -0.094], [0.039, -0.108, 0.199], [-0.047, 0.145, 0.097], [0.072, -0.008, 0.048], [0.100, -0.270, 0.135], [-0.002, 0.060, 0.126], [-0.056, 0.233, 0.013], [-0.073, 0.012, 0.031], [0.064, -0.163, -0.014], [0.189, -0.185, 0.015], [-0.073, -0.106, -0.068], [0.012, 0.081, -0.026], [-0.161, -0.042, -0.004], [0.072, 0.009, 0.132], [0.058, -0.120, 0.153], [0.087, 0.103, 0.135], [0.003, 0.100, 0.084], [0.095, -0.015, 0.142], [0.058, 0.002, 0.084], [0.048, -0.111, -0.042], [-0.005, -0.052, 0.106], [-0.007, 0.115, 0.084], [0.035, -0.022, 0.111], [-0.031, 0.040, -0.091], [0.052, -0.141, -0.027], [0.088, 0.080, -0.052], [-0.084, 0.123, -0.012], [-0.069, -0.071, 0.067], [0.138, -0.104, -0.003], [-0.081, 0.056, -0.172], [-0.015, -0.148, -0.023], [-0.084, -0.032, -0.109], [0.009, 0.041, -0.024], [0.022, 0.004, 0.019], [0.004, 0.027, -0.002], [0.014, 0.051, -0.010], [0.041, -0.099, 0.010], [-0.011, -0.030, -0.003], [-0.120, 0.014, -0.071], [-0.085, -0.002, 0.006], [-0.013, -0.013, -0.011], [-0.004, -0.001, 0.005], [0.000, 0.003, -0.012], [0.022, 0.001, -0.011], [-0.007, -0.010, -0.002], [-0.012, 0.003, -0.003], [0.001, 0.034, 0.008], [-0.014, 0.028, 0.009], [-0.001, -0.005, -0.005], [0.003, 0.005, 0.013], [0.012, 0.014, 0.027], [0.052, -0.018, 0.005], [0.000, 0.004, 0.010], [0.004, -0.010, -0.027], [0.056, 0.020, 0.029], [0.027, 0.011, 0.004], [0.016, -0.028, -0.001], [0.032, -0.028, 0.011], [0.011, 0.110, 0.020], [-0.031, 0.067, 0.003], [-0.086, -0.045, -0.024], [-0.034, 0.021, -0.020], [-0.018, 0.005, -0.003], [0.002, -0.002, -0.005], [-0.009, -0.004, 0.007], [0.003, 0.008, 0.023], [-0.009, 0.006, -0.006], [-0.014, -0.017, -0.004], [0.014, -0.025, 0.002], [0.012, -0.049, -0.026], [-0.018, -0.009, 0.021], [0.012, -0.004, -0.007], [0.036, -0.007, 0.004], [-0.002, 0.009, 0.017], [0.008, -0.010, -0.017], [-0.009, 0.006, 0.002], [0.048, 0.001, 0.014]], "homo_lumo_gap_ev": 6.857, "total_charge": 1, "fmax_ha_per_bohr": 0.0089, "total_energy_ha": -2221.00801}

=====

(4)
{"formula": "C4H11NO2", "method": "ωB97M-V/def2-TZVPD", "symbols": ["C", "C", "C", "C", "O", "N", "H", "H", "H", "H", "H", "H", "H", "H", "H", "H", "H", "O"], "coordinates": [[-0.8396, 0.3241, -1.8042], [-0.4567, -0.1242, -0.4286], [-0.2535, -1.5783, -0.0968], [0.1154, -1.7083, 1.3976], [-0.4918, -2.4120, 2.1699], [0.9416, 0.4427, -0.2118], [-0.2689, -0.1426, -2.6367], [-1.8425, 0.0530, -2.2011], [-0.8477, 1.4244, -1.9784], [-1.0903, 0.3286, 0.3691], [-1.1586, -2.2032, -0.3304], [0.6187, -2.0256, -0.7183], [0.8169, -0.9497, 1.8184], [0.8581, 1.4410, -0.0359], [1.4925, 0.3454, -1.0485], [0.3932, 4.3150, -0.8470], [1.1508, 3.9727, 0.3640], [0.7284, 3.5199, -0.3798]], "atomic_forces_ev_per_a": [[-0.971, 0.220, -3.003], [1.780, 0.815, 2.367], [0.056, -2.403, -1.496], [-2.400, -0.792, 1.001], [1.418, 1.013, -1.535], [-2.621, 0.841, -0.701], [0.425, 0.288, 0.776], [0.089, -0.240, 1.225], [0.450, -0.706, 0.626], [0.270, -0.111, -0.747], [0.837, 0.555, 0.401], [-1.234, 0.655, 1.008], [0.593, 0.169, -0.419], [0.448, 0.490, 0.598], [0.830, -0.581, -0.196], [0.002, -0.916, -0.095], [0.147, -0.410, 0.159], [-0.119, 1.113, 0.031]], "homo_lumo_gap_ev": [11.626, 5.265], "total_charge": 1, "fmax_ha_per_bohr": 0.0615, "multiplicity": 2, "total_energy_ha": -363.87788}